Density functional theory data (ωB97M-V/def2-TZVPD) for C7H14OS2 in the gas phase at a distorted geometry.

```
24
Properties=species:S:1:pos:R:3:forces:R:3
H 0.884428 1.397842 0.174210 1.886 0.207 0.470
C 1.145884 -2.695031 1.361465 0.363 2.785 4.425
H -2.744751 0.366693 0.236984 -0.425 -0.157 2.855
C 2.307988 -1.656393 1.185339 0.542 -1.091 -0.657
C -0.134275 1.607197 0.232885 -2.091 -1.314 -0.664
H 2.426063 -0.873990 1.947883 -1.239 0.088 -0.165
H 1.055639 -3.375192 0.587119 -0.025 -1.425 -1.409
C -2.252928 0.353865 -0.661109 2.529 -1.919 -1.775
C 0.085793 -0.893662 -0.094268 -0.567 2.430 -1.876
H 1.177438 -3.136827 2.416320 0.115 0.061 -1.680
H -0.547502 1.367959 1.203182 0.243 0.164 0.479
C -0.728005 0.511163 -0.752187 1.624 -0.653 4.348
O 2.152209 -1.477933 -1.677769 0.423 -1.737 -0.867
C -0.224545 0.768226 -2.123780 -2.976 2.617 -0.624
H -2.447996 -0.623098 -1.120598 -0.563 0.370 -0.284
H -0.293872 2.650882 0.023107 -0.413 0.341 -0.469
H -0.516612 1.915014 -2.259460 0.432 -2.235 -0.269
S -0.357192 -1.591980 1.462641 0.664 -0.364 0.178
H -2.672444 1.157838 -1.161753 -0.965 1.372 -1.639
H 3.368152 -1.985341 1.258566 -0.675 -0.725 -0.843
H -0.834669 0.173170 -2.850158 1.276 0.371 0.165
S 1.979557 -0.790679 -0.410110 -1.073 2.462 2.177
H -0.117725 -1.645064 -0.802697 -0.198 -1.072 -1.213
H 0.829805 0.787792 -2.144787 1.111 -0.576 -0.660
```
Positions in Å, forces in eV/Å.

Computed properties:
Molecular weight = 178.32 Da
LUMO energy = 0.589 eV
HOMO-LUMO gap = 0.3406 hartree
E_HOMO = -0.3189 Ha
Electronic energy = -1146.63082 hartree
Spin multiplicity = 1
ΔE to the lowest compared entry with this formula, charge and spin = 3.079 eV

=====

Density functional theory data (ωB97M-V/def2-TZVPD) for a molecular structure, C7H14PRuS at a distorted geometry.

```
24
Properties=species:S:1:pos:R:3:forces:R:3
H 2.098685 0.292587 1.270462 0.166 0.101 0.589
H -0.323447 3.145737 -0.500501 0.054 -0.476 0.396
H -0.542849 -1.671420 -4.347960 0.046 0.069 0.507
H -2.012094 -0.282254 2.290248 0.125 0.133 0.209
C -1.068912 -0.127045 2.822032 0.092 -0.346 0.613
H -0.813224 0.933872 2.913595 -0.211 -0.314 0.022
H 1.496243 0.744225 2.941193 0.111 -0.108 -0.289
S 0.204997 -1.015910 1.909061 -0.321 -0.331 0.452
C -0.386890 -1.275069 -3.337226 0.114 0.757 -1.140
H -0.463679 -2.591113 -0.206180 0.240 0.805 -0.303
H 0.023316 0.687791 -4.153160 -0.096 -0.477 0.249
Ru 0.233485 -0.048008 -0.284740 0.399 0.118 0.483
H -0.723815 -3.191115 -2.393249 0.143 0.323 -0.147
C -0.313983 -1.730981 -0.901254 -1.097 -3.712 -1.593
P -0.185906 2.089758 0.455984 -0.565 2.686 0.378
C -0.488792 -2.133989 -2.235504 -0.188 0.229 1.395
H -1.376063 2.328280 1.208175 0.536 -0.015 -0.190
C 1.690332 -0.065477 2.230389 0.718 -0.336 0.593
H 2.381503 -0.786004 2.676026 0.211 0.406 -0.081
H 0.609987 1.784642 -2.154667 -0.267 -0.540 -0.230
H -1.098737 -0.607821 3.809372 -0.277 0.416 -0.219
C 0.278768 0.733762 -2.051265 0.664 0.675 -1.382
C -0.034389 0.082272 -3.237612 -0.043 0.081 -0.248
H 0.815475 2.703287 1.276787 -0.554 -0.146 -0.066
```
Positions in Å, forces in eV/Å.

Computed properties:
Molecular weight = 262.30 Da
LUMO energy (spin up / spin down) = -2.750 / -6.016 eV
HOMO-LUMO gap (spin up / spin down) = 0.2956 / 0.2473 hartree
E_HOMO (spin up / spin down) = -0.3966 / -0.4684 Ha
Expectation value of S² = 6.0185
Electronic energy = -1109.07718 hartree
Spin multiplicity = 5
ΔE to the lowest compared entry with this formula, charge and spin = 0.000 eV
Total charge = +1

=====

Density functional theory data (ωB97M-V/def2-TZVPD) for C7H14S in the gas phase at a distorted geometry.

```
22
Properties=species:S:1:pos:R:3:forces:R:3
C -0.491463 -0.778871 -1.044308 -1.194 0.964 2.058
H -0.693348 1.307230 -1.849926 -0.100 0.369 -0.640
S -1.140973 1.938409 2.112518 -0.311 0.120 -0.241
H -1.148444 -2.714512 -0.952403 -0.068 -1.371 0.160
H -0.433032 -0.281408 2.152838 0.083 -0.234 0.060
H -0.455107 2.872477 1.431600 -0.143 0.034 0.079
H -1.336424 -1.905416 0.665708 -0.199 -0.287 -0.573
H 1.243581 -0.738575 -1.990498 2.680 1.977 -0.970
H 2.147094 0.441644 1.606883 0.513 0.075 -1.086
H 0.863618 -2.221752 -1.424663 0.238 -0.941 -0.242
C -0.976953 0.668780 -1.044644 0.044 -0.746 -0.010
C 1.424144 0.962732 2.195701 -1.198 -1.867 -0.202
C -0.013478 0.616751 1.721610 1.404 -0.444 -3.570
H -1.960739 0.869147 -0.621094 0.183 -0.135 -0.054
H 0.143134 -1.663864 -2.998419 -0.111 -0.034 0.305
H 1.658865 0.493788 3.135572 -0.367 0.508 1.034
C -1.470606 -1.850553 -0.429891 0.683 1.994 0.061
H -2.521326 -1.671384 -0.691532 0.284 0.134 0.200
C 0.474031 -1.395864 -1.989367 -1.506 -0.886 0.007
H 1.533747 2.015926 2.174338 0.559 0.867 0.181
H 1.063827 0.876282 -0.457801 -0.125 -0.981 0.284
C 0.161361 0.322920 -0.141702 -1.349 0.884 3.160
```
Positions in Å, forces in eV/Å.

Computed properties:
Molecular weight = 130.26 Da
LUMO energy = 0.906 eV
HOMO-LUMO gap = 0.3518 hartree
E_HOMO = -0.3185 Ha
Electronic energy = -673.19349 hartree
Spin multiplicity = 1
ΔE to the lowest compared entry with this formula, charge and spin = 2.801 eV
SMILES = C[C@@H](S)[C@@H]1CC1(C)C

=====

Density functional theory data (ωB97M-V/def2-TZVPD) for 4 unconnected molecules or ions with the total composition C7H15B3ClF2N3O10 at a distorted geometry.

```
41
Properties=species:S:1:pos:R:3:forces:R:3
H 2.160471 4.609911 -1.728405 0.000 -0.188 -0.090
C 3.356050 -0.386828 2.747438 -0.897 -3.627 0.806
C -4.333222 -1.684429 1.422177 0.048 0.135 0.256
N 2.259267 2.609685 -2.378737 0.142 -0.142 0.294
H -4.765037 -1.272342 2.331773 -0.001 -0.106 -0.173
H -1.430304 2.083749 2.569744 -0.025 -1.754 -0.427
O -4.982443 -3.149943 -0.241497 -0.253 0.182 0.425
O -0.761450 -1.942844 1.397863 3.020 0.650 1.176
B 1.921733 -1.555445 0.825677 -0.782 -0.823 -1.518
N 0.148017 -0.228234 -2.651119 0.428 -0.440 -0.307
H 0.855443 4.087995 -2.840269 0.136 -0.063 -0.098
H 1.453560 -0.043824 -4.270322 -0.227 -0.193 -0.018
C 1.921464 4.035933 -2.621555 -0.028 0.321 0.116
C -1.246545 0.973222 2.332908 0.263 -0.016 -0.544
Cl 3.847116 1.322829 3.269010 -0.405 -1.460 -0.359
O -6.391890 -2.745639 1.360755 0.395 -0.072 -0.388
H -0.473169 0.584180 3.097456 -1.285 0.457 -1.167
O 1.635167 -2.828679 1.440254 -2.038 2.941 0.755
O 0.947065 -1.075521 -0.155581 0.508 0.458 6.738
B -0.219202 -0.797308 0.696914 0.467 -0.784 -1.735
H -4.119439 -0.893777 0.704660 0.080 -0.180 0.039
O -0.438924 0.658979 -2.047512 0.005 -0.363 -0.023
H 0.189737 1.402316 0.696582 -1.504 -0.955 -0.131
H -3.439825 -2.265106 1.648288 -0.027 0.136 -0.162
O 2.047386 1.829256 -3.293287 0.445 0.610 0.609
F 0.182740 -3.208062 3.362672 -0.029 1.532 -3.718
F -2.465779 0.224528 2.512253 1.344 1.097 0.015
H 2.887759 0.465242 0.758052 0.856 -1.719 0.252
O 0.561596 -1.264626 -2.167611 -1.175 0.452 -2.872
H -0.117560 -0.839482 -4.631563 0.082 -0.011 0.153
O 3.140884 -1.309872 3.545768 1.044 4.204 -2.657
H 4.183004 -0.925748 0.725495 -1.270 0.525 0.536
C 0.379336 -0.025471 -4.104411 -0.136 0.001 -0.469
B 0.325654 -2.644788 2.045186 0.103 -1.610 1.176
H -1.532548 1.022826 0.035111 1.154 -0.384 1.315
N -5.319689 -2.603458 0.795982 -0.218 -0.100 -0.005
C -0.746490 0.732469 0.816184 0.212 0.221 1.493
H -0.039379 0.935407 -4.395481 0.076 -0.154 0.116
O 2.721253 2.320510 -1.288750 -0.256 -0.076 -0.584
C 3.181825 -0.582236 1.146800 -0.099 1.400 1.168
H 2.516369 4.374625 -3.468903 -0.153 -0.101 0.007
```
Positions in Å, forces in eV/Å.

Computed properties:
Molecular weight = 407.09 Da
LUMO energy = -0.520 eV
HOMO-LUMO gap = 0.3711 hartree
E_HOMO = -0.3903 Ha
Electronic energy = -1926.83529 hartree
Spin multiplicity = 1
SMILES = O=C(Cl)CB1OB(F)OB(CCF)O1.C[N+](=O)[O-].C[N+](=O)[O-].C[N+](=O)[O-]

=====

Density functional theory data (ωB97M-V/def2-TZVPD) for 2 unconnected molecules or ions with the total composition C7H15BN3O5 at a distorted geometry.

```
31
Properties=species:S:1:pos:R:3:forces:R:3
H -0.576842 -0.335634 1.738481 -0.208 -0.124 0.073
H -1.158613 0.454110 -4.174199 0.001 0.103 0.126
C -0.219762 0.800508 -3.735638 0.450 -0.039 -0.128
H -0.363616 1.723854 -3.179880 -0.182 -0.074 0.015
H -0.910238 2.101780 4.957723 -0.001 0.027 -0.007
C -0.936044 0.996764 3.241848 0.547 -0.477 -0.255
O 0.086491 -1.338074 0.537940 0.167 0.009 -0.559
O 2.401960 -1.111349 -0.044900 -0.539 -0.185 0.084
H -1.051735 1.718652 0.395942 -0.167 -0.172 -0.024
H -0.297309 2.237179 -1.099188 -0.032 -0.115 0.060
H 1.678895 -3.006190 -0.094082 -0.040 -0.376 -0.538
H -0.007860 0.631992 5.089926 0.039 -0.021 -0.051
H 2.204386 -2.338494 -1.722674 0.021 -0.023 0.092
H -0.411792 -2.359249 -1.180367 -0.062 0.248 -0.056
H 1.737889 -1.182173 2.132814 -0.052 -0.229 -0.184
C 0.304986 -1.614527 -0.816832 0.366 -0.371 0.800
C 0.379881 -0.327165 -2.909500 0.553 -0.361 0.071
N 0.153595 -0.312258 -1.530899 -0.735 -0.859 -1.339
O -2.147810 -0.422068 -1.202095 0.945 0.565 -0.129
B 1.408830 -0.723236 1.025951 1.255 0.255 -0.477
H -2.082834 2.150993 -1.006636 0.111 -0.096 0.233
H 0.173514 -0.753897 3.223460 0.135 0.106 -0.090
H 0.485798 0.995075 -4.549181 -0.172 -0.072 0.095
C -1.145044 1.679204 -0.694892 0.167 0.255 -0.420
C 1.734502 -2.131362 -0.763915 0.385 0.802 0.453
O 1.042232 -1.192553 -3.473109 -0.549 0.596 0.465
O -1.615975 1.800299 2.609614 -0.149 0.148 0.046
C -1.138898 0.254092 -1.166698 -0.883 -0.095 0.409
H 1.308276 0.507522 1.115739 0.237 -0.214 -0.187
N -0.450161 -0.150081 2.723366 -1.465 0.705 1.194
N -0.586700 1.246282 4.551880 -0.143 0.084 0.228
```
Positions in Å, forces in eV/Å.

Computed properties:
Molecular weight = 232.03 Da
LUMO energy = 3.329 eV
HOMO-LUMO gap = 0.2842 hartree
E_HOMO = -0.1619 Ha
Electronic energy = -841.18935 hartree
Spin multiplicity = 1
Total charge = -1

=====

Density functional theory data (ωB97M-V/def2-TZVPD) for 2 unconnected molecules or ions with the total composition C7H15Br2 at a distorted geometry.

```
24
Properties=species:S:1:pos:R:3:forces:R:3
H 1.873475 -0.000377 2.052767 -0.075 0.485 -0.105
C 0.888125 0.360756 0.123747 -0.655 -2.387 0.657
H -0.729700 0.086543 -1.359894 0.367 0.369 0.105
H 0.708035 -1.763928 -0.653293 0.741 0.619 0.272
H -1.038906 1.470691 -0.301957 0.595 -0.861 0.179
C 1.543118 -1.085490 -0.331618 -0.713 0.816 0.135
H 0.129272 -0.002828 2.224598 0.608 0.400 -0.804
H 0.970268 1.555665 2.015816 0.037 -0.252 -0.207
H -3.929406 -0.684312 0.441227 0.244 -0.120 0.281
Br -1.581774 4.815133 0.150501 0.028 -0.044 -0.005
H 3.047873 -1.951323 -1.733078 -0.528 0.192 0.300
H 3.494445 -0.396127 -1.057656 -0.461 -0.349 -0.233
C -0.643560 0.414018 -0.309206 -0.213 0.615 -0.963
H -1.573470 -1.565845 0.250501 0.354 0.639 -0.086
H -3.301166 0.895100 0.040442 -0.308 0.669 0.045
C -1.727692 -0.473526 0.403960 1.018 -0.823 0.414
H 2.239713 -0.483576 -2.327031 0.180 -0.210 0.282
C -3.129549 -0.157467 -0.078159 -0.030 0.124 -0.165
H -1.659594 -0.354027 1.486979 -0.200 0.180 -0.025
H -3.273739 -0.386511 -1.127854 0.182 -0.040 -0.321
C 0.970042 0.508701 1.685789 0.047 -0.368 -0.160
H 1.994763 -1.500648 0.576719 -0.149 -0.110 -0.222
Br 2.100282 1.672892 -0.749775 -1.347 1.164 0.739
C 2.629134 -0.973508 -1.423534 0.277 -0.708 -0.111
```
Positions in Å, forces in eV/Å.

Computed properties:
Molecular weight = 259.00 Da
LUMO energy (spin up / spin down) = 0.802 / -3.654 eV
HOMO-LUMO gap (spin up / spin down) = 0.3883 / 0.2244 hartree
E_HOMO (spin up / spin down) = -0.3588 / -0.3587 Ha
Expectation value of S² = 0.7523
Electronic energy = -5423.66766 hartree
Spin multiplicity = 2
ΔE to the lowest compared entry with this formula, charge and spin = 0.339 eV